Entry 1:
# CH9N5

A cluster of 3 separate species, CH9N5 in total in a non-equilibrium geometry (ωB97M-V/def2-TZVPD, the OMol25 dataset).

Cartesian coordinates (Å):
C (-7.636, 3.616, 3.651)
N (-7.837, 4.764, 4.167)
N (7.420, -5.353, -7.478)
N (10.062, -6.013, -3.612)
N (-7.155, 5.923, 3.863)
N (7.901, -5.157, -6.485)
H (-6.914, 3.576, 2.860)
H (-8.298, 2.819, 4.164)
H (-8.479, 4.936, 4.839)
H (7.150, -5.938, -8.233)
H (10.151, -5.055, -3.914)
H (9.176, -6.357, -3.274)
H (-7.849, 6.666, 3.889)
H (-6.558, 5.911, 3.032)
H (10.612, -6.730, -3.996)

Output
* calculated total energy: -316.53697 hartree
* energy relative to the best compared isomer or geometry (same formula, charge and spin): 4.207 eV
* LUMO level (alpha / beta): -9.03 / -9.03 eV
* charge: +2
* HOMO (alpha / beta): -13.5 / -13.5 eV
* strongest force on any atom: 6.6 eV Å⁻¹
* gap between HOMO and LUMO (alpha / beta): 4.5 / 4.5 eV

---

Entry 2:
# CH9N5

A cluster of 3 separate species, CH9N5 in total in a non-equilibrium geometry (ωB97M-V/def2-TZVPD, the OMol25 dataset).

Cartesian coordinates (Å):
C (-10.054, -0.826, 0.295)
N (-10.118, 0.344, -0.222)
N (11.179, 1.631, 0.066)
N (11.704, -2.022, -0.736)
N (-10.267, 1.541, 0.540)
N (11.096, 0.710, 0.688)
H (-9.967, -0.880, 1.461)
H (-9.765, -1.556, -0.359)
H (-10.174, 0.513, -1.293)
H (11.384, 2.609, -0.081)
H (12.621, -1.789, -0.571)
H (11.310, -1.788, -1.572)
H (-10.107, 2.524, 0.164)
H (-10.092, 1.499, 1.571)
H (11.251, -2.513, 0.050)

Output
* calculated total energy: -316.52729 hartree
* energy relative to the best compared isomer or geometry (same formula, charge and spin): 4.470 eV
* LUMO level (alpha / beta): -8.46 / -8.46 eV
* charge: +2
* HOMO (alpha / beta): -14.2 / -14.2 eV
* strongest force on any atom: 4.5 eV Å⁻¹
* gap between HOMO and LUMO (alpha / beta): 5.8 / 5.8 eV

---

Entry 3:
# CH9NO2

A structure of composition CH9NO2 in a non-equilibrium geometry (ωB97M-V/def2-TZVPD, the OMol25 dataset).

Cartesian coordinates (Å):
H (-0.627, -0.635, 0.449)
O (-1.329, -0.720, 1.361)
N (0.279, -0.568, -0.493)
H (-0.956, -0.415, 2.209)
H (0.078, 0.299, -1.004)
H (0.197, -1.395, -1.072)
C (1.631, -0.394, 0.068)
H (2.262, -1.272, 0.082)
H (2.232, 0.354, -0.449)
H (1.620, -0.043, 1.120)
O (-1.484, 1.790, -0.975)
H (-2.440, 1.784, -1.107)
H (-1.463, 1.214, -0.191)

Output
* calculated total energy: -248.69786 hartree
* energy relative to the best compared isomer or geometry (same formula, charge and spin): 0.472 eV
* LUMO level: 0.79 eV
* HOMO: -9.6 eV
* strongest force on any atom: 2.6 eV Å⁻¹
* gap between HOMO and LUMO: 10.4 eV

---

Entry 4:
# CH9NO4

A cluster of 4 separate species, CH9NO4 in total in a non-equilibrium geometry (ωB97M-V/def2-TZVPD, the OMol25 dataset).

Cartesian coordinates (Å):
C (2.037, -0.894, -0.980)
N (1.069, -1.695, -1.675)
O (2.382, 0.209, -1.425)
H (2.323, -1.417, -0.004)
H (0.577, -1.190, -2.444)
H (0.527, -2.359, -1.184)
H (-2.206, 2.595, 4.317)
H (-1.741, 3.291, 3.187)
O (-2.500, 2.776, 3.355)
H (-1.633, -1.595, 0.037)
H (-1.753, -3.087, 0.241)
O (-1.247, -2.369, -0.286)
H (0.069, 1.216, -0.616)
H (-1.073, 2.192, -0.248)
O (-0.484, 1.581, 0.146)

Output
* calculated total energy: -399.19456 hartree
* energy relative to the best compared isomer or geometry (same formula, charge and spin): 1.551 eV
* LUMO level: 0.51 eV
* HOMO: -10.0 eV
* SMILES: NC=O.O.O.O
* strongest force on any atom: 4.2 eV Å⁻¹
* gap between HOMO and LUMO: 10.5 eV

---

Entry 5:
# CH9NO4

A cluster of 4 separate species, CH9NO4 in total in a non-equilibrium geometry (ωB97M-V/def2-TZVPD, the OMol25 dataset).

Cartesian coordinates (Å):
C (1.776, 0.621, -0.708)
N (0.931, -0.405, -0.965)
O (2.312, 0.822, 0.367)
H (1.751, 1.438, -1.448)
H (1.065, -1.200, -0.361)
H (0.359, -0.352, -1.789)
H (-2.246, 1.337, 3.141)
H (-1.524, 0.679, 1.933)
O (-2.368, 0.916, 2.293)
H (-2.080, -1.791, -2.764)
H (-1.438, -1.921, -4.090)
O (-1.208, -1.941, -3.153)
H (0.928, 1.209, 2.036)
H (1.245, 0.057, 2.938)
O (0.496, 0.531, 2.570)

Output
* calculated total energy: -399.21894 hartree
* energy relative to the best compared isomer or geometry (same formula, charge and spin): 0.887 eV
* LUMO level: 0.47 eV
* HOMO: -10.2 eV
* SMILES: NC=O.O.O.O
* strongest force on any atom: 2.0 eV Å⁻¹
* gap between HOMO and LUMO: 10.7 eV

---

Entry 6:
# CH9NO5

A cluster of 4 separate species, CH9NO5 in total in a non-equilibrium geometry (ωB97M-V/def2-TZVPD, the OMol25 dataset).

Cartesian coordinates (Å):
N (0.647, -0.049, -1.552)
C (0.430, 0.500, -2.768)
O (0.917, 1.834, -2.947)
O (-0.070, -0.081, -3.828)
H (1.427, 0.245, -0.998)
H (-0.013, -0.566, -0.979)
H (0.628, 1.912, -3.994)
H (0.789, -1.340, 3.041)
H (-0.441, -0.680, 3.798)
O (0.300, -0.524, 3.248)
H (0.116, 1.988, 1.552)
H (1.053, 0.937, 2.167)
O (0.937, 1.518, 1.435)
H (-2.325, -2.238, 1.273)
H (-2.571, -1.717, -0.034)
O (-1.821, -1.739, 0.587)

Output
* calculated total energy: -474.44249 hartree
* energy relative to the best compared isomer or geometry (same formula, charge and spin): 1.704 eV
* LUMO level: 0.14 eV
* HOMO: -9.8 eV
* SMILES: NC(=O)O.O.O.O
* strongest force on any atom: 5.7 eV Å⁻¹
* gap between HOMO and LUMO: 10.0 eV

---

Entry 7:
# CH9NSi2

A cluster of 2 separate species, CH9NSi2 in total in a non-equilibrium geometry (ωB97M-V/def2-TZVPD, the OMol25 dataset).

Cartesian coordinates (Å):
C (1.384, 0.974, -0.240)
N (-2.707, -0.590, -0.167)
Si (1.583, -0.804, 0.325)
Si (-1.410, 0.155, 0.629)
H (2.263, 1.529, -0.370)
H (0.769, 1.150, -1.172)
H (0.685, 1.583, 0.504)
H (-2.781, -1.571, -0.413)
H (-3.433, 0.021, -0.659)
H (2.852, -1.146, -0.048)
H (0.874, -1.738, -0.452)
H (1.249, -1.197, 1.795)
H (-1.327, 1.634, 0.268)

Output
* calculated total energy: -677.13856 hartree
* energy relative to the best compared isomer or geometry (same formula, charge and spin): 1.638 eV
* LUMO level: 0.19 eV
* HOMO: -7.9 eV
* strongest force on any atom: 4.3 eV Å⁻¹
* gap between HOMO and LUMO: 8.1 eV

---

Entry 8:
# CH9O3S

A cluster of 4 separate species, CH9O3S in total in a non-equilibrium geometry (ωB97M-V/def2-TZVPD, the OMol25 dataset).

Cartesian coordinates (Å):
C (1.828, -0.804, 0.167)
S (1.500, 0.495, -1.062)
H (1.722, -1.905, -0.233)
H (2.725, -0.719, 0.793)
H (0.994, -0.790, 0.905)
H (-1.690, -1.734, -1.378)
H (-0.874, -0.428, -1.745)
O (-1.740, -0.763, -1.454)
H (-0.205, 2.490, -0.175)
H (-1.430, 1.651, -0.083)
O (-1.108, 2.457, 0.148)
H (-0.200, 0.565, 1.844)
H (-0.569, -0.473, 0.752)
O (-0.954, -0.041, 1.521)

Output
* calculated total energy: -667.42859 hartree
* energy relative to the best compared isomer or geometry (same formula, charge and spin): 1.117 eV
* LUMO level: 3.87 eV
* charge: -1
* HOMO: -3.1 eV
* strongest force on any atom: 4.7 eV Å⁻¹
* gap between HOMO and LUMO: 6.9 eV

---

Entry 9:
# CH9O4

A cluster of 4 separate species, CH9O4 in total in a non-equilibrium geometry (ωB97M-V/def2-TZVPD, the OMol25 dataset).

Cartesian coordinates (Å):
C (-1.293, 1.998, 1.361)
O (-1.279, 0.787, 0.536)
H (-2.252, 2.076, 1.844)
H (-0.563, 1.756, 2.248)
H (-0.846, 2.921, 0.857)
H (-0.263, -1.312, -2.424)
H (-1.614, -1.621, -1.892)
O (-0.918, -2.053, -2.548)
H (3.284, -1.666, 0.948)
H (1.741, -1.466, 0.597)
O (2.455, -2.082, 0.889)
H (-0.369, 0.570, 0.027)
H (1.366, 0.294, -1.311)
O (0.550, -0.202, -1.133)

Output
* calculated total energy: -344.44950 hartree
* energy relative to the best compared isomer or geometry (same formula, charge and spin): 1.237 eV
* LUMO level: 3.91 eV
* charge: -1
* HOMO: -4.3 eV
* strongest force on any atom: 4.2 eV Å⁻¹
* gap between HOMO and LUMO: 8.2 eV

---

Entry 10:
# CH9P5

A structure of composition CH9P5 in a non-equilibrium geometry (ωB97M-V/def2-TZVPD, the OMol25 dataset).

Cartesian coordinates (Å):
C (-0.453, -0.056, -0.305)
P (-2.260, -0.748, 0.042)
P (-0.225, -0.255, -2.138)
P (0.000, 1.664, -0.109)
P (2.274, -0.068, 0.877)
P (0.446, -1.186, 1.199)
H (-2.906, 0.336, 0.704)
H (-2.755, -0.150, -1.162)
H (1.141, -0.273, -2.105)
H (-0.372, -1.628, -2.116)
H (-0.940, 1.921, 0.816)
H (-0.930, 2.078, -1.092)
H (1.886, 0.999, 1.683)
H (2.943, -0.908, 1.737)
H (1.098, -2.431, 0.880)

Output
* calculated total energy: -1750.11337 hartree
* energy relative to the best compared isomer or geometry (same formula, charge and spin): 1.244 eV
* LUMO level: 0.44 eV
* HOMO: -8.6 eV
* strongest force on any atom: 3.6 eV Å⁻¹
* gap between HOMO and LUMO: 9.0 eV

---

Entry 11:
# CHBr2Cl2P

A structure of composition CHBr2Cl2P in a non-equilibrium geometry (ωB97M-V/def2-TZVPD, the OMol25 dataset).

Cartesian coordinates (Å):
C (-1.144, 0.566, -0.395)
P (-0.584, -0.519, -1.598)
Cl (-0.178, -2.080, -0.564)
Cl (2.068, -0.675, 1.445)
Br (-1.384, 0.309, 1.439)
Br (-1.514, 2.280, -1.010)
H (2.735, 0.119, 0.682)

Output
* calculated total energy: -6448.44856 hartree
* energy relative to the best compared isomer or geometry (same formula, charge and spin): 1.578 eV
* LUMO level: -0.47 eV
* HOMO: -8.8 eV
* strongest force on any atom: 3.2 eV Å⁻¹
* gap between HOMO and LUMO: 8.3 eV

---

Entry 12:
# CHBr2NO2

A cluster of 2 separate species, CHBr2NO2 in total in a non-equilibrium geometry (ωB97M-V/def2-TZVPD, the OMol25 dataset).

Cartesian coordinates (Å):
C (0.110, 0.082, 0.963)
N (2.201, 2.400, -1.286)
O (2.642, 1.787, -2.169)
O (1.425, 2.085, -0.415)
Br (-1.572, 0.999, 1.408)
Br (1.639, 0.143, 1.960)
H (-0.091, -0.701, 0.214)

Output
* calculated total energy: -5391.76754 hartree
* energy relative to the best compared isomer or geometry (same formula, charge and spin): 2.121 eV
* LUMO level (alpha / beta): -1.92 / -0.37 eV
* HOMO (alpha / beta): -8.3 / -10.7 eV
* strongest force on any atom: 2.4 eV Å⁻¹
* gap between HOMO and LUMO (alpha / beta): 6.4 / 10.3 eV

---

Entry 13:
# CHBrCl2O2S

A cluster of 2 separate species, CHBrCl2O2S in total in a non-equilibrium geometry (ωB97M-V/def2-TZVPD, the OMol25 dataset).

Cartesian coordinates (Å):
C (1.301, 0.758, 0.081)
O (-1.480, -1.620, 1.112)
O (-0.640, -1.603, -1.321)
S (-0.936, -0.978, -0.062)
Cl (0.708, 2.306, -0.260)
Cl (1.743, 0.381, 1.671)
Br (-2.488, 0.748, -0.664)
H (1.792, 0.008, -0.557)

Output
* calculated total energy: -4081.66142 hartree
* energy relative to the best compared isomer or geometry (same formula, charge and spin): 2.123 eV
* LUMO level (alpha / beta): -1.74 / -3.12 eV
* HOMO (alpha / beta): -9.8 / -9.1 eV
* strongest force on any atom: 1.7 eV Å⁻¹
* gap between HOMO and LUMO (alpha / beta): 8.1 / 6.0 eV

---

Entry 14:
# CHBrCl2S

A structure of composition CHBrCl2S in a non-equilibrium geometry (ωB97M-V/def2-TZVPD, the OMol25 dataset).

Cartesian coordinates (Å):
C (0.862, -0.500, 0.294)
S (0.990, 0.815, 1.179)
Cl (-2.229, 0.775, -0.259)
Cl (0.432, -2.030, 1.035)
Br (1.385, -0.552, -1.496)
H (-1.440, 1.492, -0.752)

Output
* calculated total energy: -3931.25313 hartree
* energy relative to the best compared isomer or geometry (same formula, charge and spin): 0.296 eV
* LUMO level: -1.00 eV
* HOMO: -9.5 eV
* strongest force on any atom: 4.6 eV Å⁻¹
* gap between HOMO and LUMO: 8.5 eV

---

Entry 15:
# CHBrClNO

The molecule CHBrClNO in a non-equilibrium geometry (ωB97M-V/def2-TZVPD, the OMol25 dataset).

Cartesian coordinates (Å):
C (-0.539, 1.224, -2.279)
N (-1.686, -0.611, 0.672)
O (-1.200, 1.359, -3.203)
Cl (-1.646, 0.172, -0.808)
Br (1.220, 1.539, -1.879)
H (-2.502, -0.431, 1.274)

Output
* calculated total energy: -3202.72145 hartree
* energy relative to the best compared isomer or geometry (same formula, charge and spin): 4.741 eV
* LUMO level (alpha / beta): -1.07 / -1.03 eV
* HOMO (alpha / beta): -9.9 / -8.1 eV
* strongest force on any atom: 2.4 eV Å⁻¹
* gap between HOMO and LUMO (alpha / beta): 8.8 / 7.0 eV

---

Entry 16:
# CHBrClNO2

A cluster of 2 separate species, CHBrClNO2 in total in a non-equilibrium geometry (ωB97M-V/def2-TZVPD, the OMol25 dataset).

Cartesian coordinates (Å):
C (0.977, -0.928, -0.073)
N (-1.977, 1.122, 0.148)
O (-2.009, 2.224, -0.293)
O (-1.263, 0.195, 0.128)
Cl (1.031, -1.336, 1.579)
Br (2.170, 0.425, -0.630)
H (1.071, -1.703, -0.859)

Output
* calculated total energy: -3277.94772 hartree
* energy relative to the best compared isomer or geometry (same formula, charge and spin): 2.098 eV
* LUMO level (alpha / beta): -0.55 / -1.33 eV
* HOMO (alpha / beta): -10.2 / -8.7 eV
* strongest force on any atom: 2.1 eV Å⁻¹
* gap between HOMO and LUMO (alpha / beta): 9.6 / 7.4 eV

---

Entry 17:
# CHBrF2O

A structure of composition CHBrF2O in a non-equilibrium geometry (ωB97M-V/def2-TZVPD, the OMol25 dataset).

Cartesian coordinates (Å):
C (-1.329, -0.313, -0.535)
O (2.063, 0.451, -0.280)
F (-1.041, -1.276, 0.270)
F (-2.497, 0.127, -0.002)
Br (0.449, 1.225, 0.231)
H (2.354, -0.214, 0.316)

Output
* calculated total energy: -2887.52731 hartree
* energy relative to the best compared isomer or geometry (same formula, charge and spin): 4.646 eV
* LUMO level: -1.17 eV
* HOMO: -9.6 eV
* strongest force on any atom: 2.5 eV Å⁻¹
* gap between HOMO and LUMO: 8.4 eV

---

Entry 18:
# CHBrN2

The molecule CHBrN2 in a non-equilibrium geometry (ωB97M-V/def2-TZVPD, the OMol25 dataset).

Cartesian coordinates (Å):
C (-0.387, -0.801, 0.088)
N (-0.761, -1.888, 0.069)
N (0.024, 0.477, -0.209)
Br (1.820, 1.021, 0.107)
H (-0.696, 1.191, -0.056)

Output
* calculated total energy: -2722.16625 hartree
* energy relative to the best compared isomer or geometry (same formula, charge and spin): 0.000 eV
* LUMO level: -0.93 eV
* HOMO: -10.1 eV
* SMILES: N#CNBr
* strongest force on any atom: 2.4 eV Å⁻¹
* gap between HOMO and LUMO: 9.2 eV

---

Entry 19:
# CHBrN4O

A cluster of 2 separate species, CHBrN4O in total in a non-equilibrium geometry (ωB97M-V/def2-TZVPD, the OMol25 dataset).

Cartesian coordinates (Å):
C (1.030, 0.058, -0.151)
N (0.088, 0.010, -1.130)
N (0.442, -0.512, 0.978)
N (-0.910, -0.558, -0.637)
N (-0.655, -0.991, 0.514)
O (2.139, 0.710, -0.149)
Br (-4.396, 0.384, -0.222)
H (2.263, 0.898, 0.798)

Output
* calculated total energy: -2906.80886 hartree
* energy relative to the best compared isomer or geometry (same formula, charge and spin): 2.101 eV
* LUMO level (alpha / beta): -3.57 / -3.36 eV
* HOMO (alpha / beta): -11.1 / -10.7 eV
* strongest force on any atom: 6.0 eV Å⁻¹
* gap between HOMO and LUMO (alpha / beta): 7.6 / 7.4 eV

---

Entry 20:
# CHBrNO2

A structure of composition CHBrNO2 in a non-equilibrium geometry (ωB97M-V/def2-TZVPD, the OMol25 dataset).

Cartesian coordinates (Å):
C (-1.014, -0.541, -0.233)
N (-0.695, 0.099, 0.729)
O (-1.649, -1.303, -0.858)
O (0.273, 0.988, 1.043)
Br (2.057, -0.066, -1.032)
H (1.028, 0.822, 0.351)

Output
* calculated total energy: -2817.98870 hartree
* energy relative to the best compared isomer or geometry (same formula, charge and spin): 0.599 eV
* LUMO level: 3.97 eV
* charge: -1
* HOMO: -4.7 eV
* strongest force on any atom: 1.3 eV Å⁻¹
* gap between HOMO and LUMO: 8.7 eV